[1]
Entry from OMol25: a molecular structure, C27H28BrCrIN5O6 (ωB97M-V/def2-TZVPD).

```
! wB97M-V def2-TZVPD RIJCOSX def2/J DEFGRID3
* xyz 0 2
Cr -0.60590 0.41962 0.23836
C -4.83084 1.76399 1.41666
C -4.66271 0.88002 0.21306
N -5.64864 0.76521 -0.65052
C -5.45117 0.04807 -1.78248
C -4.31805 -0.67183 -2.02746
C -4.06065 -1.29061 -3.38095
O -2.76216 -0.95141 -3.86650
C -3.30028 -0.64683 -1.05344
C -2.17077 -1.55011 -1.15591
N -1.07659 -1.46988 -0.48744
C -0.04472 -2.41482 -0.82827
C 0.30422 -2.55921 -2.17019
C 1.30815 -3.43467 -2.55391
C 1.98124 -4.18359 -1.59905
C 1.65286 -4.04068 -0.25914
C 0.65682 -3.15252 0.12215
I 0.21481 -3.01258 2.15814
C -3.41239 0.24471 0.00038
O -2.39270 0.55319 0.79981
H -5.85897 2.11638 1.46523
H -4.15627 2.62277 1.34809
H -4.57602 1.23186 2.33717
H -6.24873 0.08838 -2.51971
H -4.84093 -0.95194 -4.06375
H -4.10639 -2.37996 -3.35360
H -2.63334 0.00853 -3.78520
H -2.29148 -2.40249 -1.81762
H -0.20826 -1.94632 -2.90819
H 1.57079 -3.51755 -3.60243
H 2.76535 -4.87446 -1.89034
H 2.16501 -4.62434 0.49560
N -0.49150 2.58123 0.20412
N -1.31942 2.97871 -0.87246
C -1.43900 2.04625 -1.90692
O -1.97267 2.35255 -2.95976
O -0.97155 0.85957 -1.61010
H -0.78367 3.07095 1.03280
H 0.49816 2.73825 0.00813
H -1.25070 3.93659 -1.16571
C 1.46598 -0.05384 5.14005
C 1.12690 1.20952 4.33285
C 0.21458 2.14421 5.13477
C 2.41355 1.93358 3.89666
C 0.43371 0.79812 3.09357
N -0.06168 0.48338 2.12124
H 2.04211 0.23381 6.02257
H 2.06035 -0.75050 4.54424
H 0.55770 -0.56636 5.46650
H 0.75253 2.47979 6.02396
H -0.69641 1.63228 5.45136
H -0.06537 3.02222 4.54891
H 2.95837 2.24264 4.79135
H 2.18805 2.81912 3.29891
H 3.05302 1.27793 3.30233
Br 5.90713 1.38252 -4.37413
C 5.04023 0.43700 -2.97826
C 5.47003 -0.84104 -2.65904
C 4.82596 -1.53237 -1.63918
C 3.75884 -0.95501 -0.96546
C 3.35062 0.33072 -1.29228
C 3.99472 1.03881 -2.29994
C 2.18714 0.96668 -0.58330
O 2.15230 2.19049 -0.44281
O 1.28293 0.12006 -0.19398
H 6.29401 -1.28784 -3.20048
H 5.15524 -2.53404 -1.38150
H 3.23136 -1.49686 -0.18987
H 3.67515 2.04395 -2.53769
*
```

The expectation value of S² is 0.7614. The calculation puts the orbital gap (alpha / beta) at 0.2866 / 0.3030 hartree. For the energy above the lowest of the compared OMol25 structures with the same formula, charge and spin, the calculation gives 0.0 kJ/mol. Its lowest unoccupied orbital energy (alpha / beta) is -0.65 / -0.18 eV.


[2]
Entry from OMol25: 2 unconnected molecules or ions with the total composition C2H8N2O2 (ωB97M-V/def2-TZVPD).

```
! wB97M-V def2-TZVPD RIJCOSX def2/J DEFGRID3
* xyz 0 1
C 0.41009 -1.52353 -1.54777
O 0.81148 -0.82890 -0.39047
N -1.22502 0.67891 0.26861
N -1.64988 0.02512 1.18876
H -2.17957 -0.83945 1.00069
H -0.52119 -1.09545 -1.94121
H 1.17361 -1.55830 -2.33144
H 0.23714 -2.58197 -1.31673
C 0.21112 1.65566 0.74100
O 0.96198 1.04088 1.76966
H 0.56480 0.15200 1.83719
H -0.31190 2.52084 1.16201
H 0.91191 2.11358 0.03769
H 0.60542 0.24060 -0.47798
*
```

The calculation puts the orbital gap at 0.3361 hartree. For the energy above the lowest of the compared OMol25 structures with the same formula, charge and spin, the calculation gives 526.0 kJ/mol. Its lowest unoccupied orbital energy is 0.24 eV. As for the structure (SMILES): [H]/N=N/CO.CO.


[3]
Entry from OMol25: C17H16N4O3S in the gas phase (ωB97M-V/def2-TZVPD).

```
! wB97M-V def2-TZVPD RIJCOSX def2/J DEFGRID3
* xyz 0 1
C 4.22141 -1.87169 0.66498
C 3.05220 -1.55918 -0.21670
C 2.46821 -0.30083 -0.18845
C 1.37503 -0.01582 -0.99710
C 0.86194 -0.99599 -1.84293
C 1.44553 -2.24840 -1.87182
C 2.53250 -2.53106 -1.06442
H 2.98373 -3.51184 -1.09196
H 1.05010 -3.00661 -2.53183
H 0.00891 -0.77524 -2.46957
N 0.73826 1.23357 -0.99663
C 0.93082 2.29024 -0.17168
O 1.78183 2.38827 0.68105
C -0.10402 3.40191 -0.40762
C 0.03333 4.53559 0.58996
C -0.13404 4.10766 2.03460
O 0.31970 4.73951 2.95633
N -0.86709 2.97339 2.28443
C -1.48343 2.08557 1.43305
N -1.85027 0.96208 1.86780
N -2.53547 0.02845 1.26961
C -2.01088 -0.90784 0.58168
C -2.78690 -1.97997 0.03895
C -2.36424 -3.04995 -0.72082
C -3.51731 -3.80495 -1.01025
C -4.55267 -3.14599 -0.41177
O -4.12326 -2.04940 0.21903
H -5.60292 -3.35857 -0.37017
H -3.57306 -4.70923 -1.58055
H -1.35664 -3.25588 -1.01987
H -0.93984 -0.95450 0.36559
S -1.76840 2.65425 -0.24942
H -0.85855 2.68075 3.25643
H -0.71391 5.30652 0.38140
H 1.02231 4.99223 0.51048
H -0.03575 3.77195 -1.43384
H -0.05079 1.29613 -1.62954
H 2.85788 0.46210 0.46481
H 4.63513 -0.96487 1.09688
H 3.91101 -2.52851 1.47740
H 4.99961 -2.38381 0.10247
*
```

The calculation puts the orbital gap at 0.3144 hartree. For the energy above the lowest of the compared OMol25 structures with the same formula, charge and spin, the calculation gives 282.3 kJ/mol. Its lowest unoccupied orbital energy is 0.24 eV. As for the structure (SMILES): Cc1cccc(NC(=O)[C@@H]2CC(=O)N/C(=N/N=C/c3ccco3)S2)c1.


[4]
Entry from OMol25: a molecular structure, C28H27Br2F2FeGeN2OS2 (ωB97M-V/def2-TZVPD).

```
! wB97M-V def2-TZVPD RIJCOSX def2/J DEFGRID3
* xyz -2 2
Fe 0.74290 0.05331 -0.71853
C 4.56007 -2.14341 -2.34298
C 3.52461 -1.14525 -1.88532
S 1.89293 -1.77142 -1.69108
C 3.83758 0.13664 -1.64683
C 5.24781 0.65756 -1.81120
S 2.65707 1.32464 -1.10048
H 4.29243 -3.14390 -1.99992
H 5.55581 -1.90707 -1.95723
H 4.62909 -2.18123 -3.43853
H 5.68890 0.35980 -2.76884
H 5.90853 0.28973 -1.01618
H 5.25121 1.74659 -1.76098
Br 4.22407 -1.52880 1.67460
C 2.65571 -1.62700 2.73092
C 2.72292 -2.22985 3.97664
C 1.60729 -2.32089 4.77224
Br 1.77377 -3.17294 6.47898
C 0.37366 -1.78990 4.34754
C -0.81065 -1.82265 5.11970
C -1.95441 -1.25990 4.63454
C -1.92353 -0.65537 3.36432
N -0.85300 -0.61418 2.61503
C 0.29615 -1.16576 3.06665
C 1.46694 -1.07441 2.18059
O 1.45274 -0.55221 1.04809
H 3.66741 -2.63384 4.31560
H -0.79061 -2.29407 6.09361
H -2.87279 -1.26907 5.20893
H -2.81901 -0.19080 2.96139
F -0.32160 3.87377 2.90902
C -0.41438 3.41660 1.62720
C 0.11700 2.19654 1.29897
C 0.00289 1.72158 -0.01323
C -0.62718 2.54720 -0.96742
C -1.13689 3.77955 -0.57519
F -1.75945 4.60232 -1.47602
C -1.05771 4.24371 0.71555
C -0.69293 1.97135 -2.30913
C -1.29835 2.54011 -3.43474
C -1.27493 1.85964 -4.63541
C -0.65227 0.62243 -4.70198
C -0.07753 0.11262 -3.55350
N -0.09977 0.76208 -2.38960
H 0.61840 1.60871 2.05586
H -1.46450 5.20333 0.99870
H -1.77527 3.50271 -3.35399
H -1.74387 2.29185 -5.51212
H -0.60541 0.05505 -5.62175
H 0.44842 -0.83554 -3.52760
C -3.51105 -0.46748 -2.24768
Ge -2.68622 -0.70770 -0.45938
C -3.17933 0.94081 0.50572
C -3.77545 -2.14846 0.36916
C -0.83648 -1.23982 -0.63009
H -4.57544 -0.23333 -2.15431
H -3.40537 -1.37541 -2.84669
H -3.02564 0.34985 -2.78528
H -4.16400 0.81757 0.96774
H -3.23343 1.77797 -0.19107
H -2.44259 1.19085 1.26813
H -4.84195 -1.97052 0.20144
H -3.59703 -2.20918 1.44444
H -3.50984 -3.11269 -0.06974
H -0.80187 -1.84105 -1.54960
H -0.60457 -1.92137 0.19228
*
```

The expectation value of S² is 0.7848. The calculation puts the orbital gap (alpha / beta) at 0.1618 / 0.1642 hartree. For the energy above the lowest of the compared OMol25 structures with the same formula, charge and spin, the calculation gives 5.6 kJ/mol. Its lowest unoccupied orbital energy (alpha / beta) is 4.01 / 4.01 eV.


[5]
Entry from OMol25: 2 unconnected molecules or ions with the total composition C5H16N3 (ωB97M-V/def2-TZVPD).

```
! wB97M-V def2-TZVPD RIJCOSX def2/J DEFGRID3
* xyz 1 1
C -0.99879 -0.58104 1.79115
C -1.97388 -1.13041 2.82687
H 0.05152 -0.82364 1.96136
H -1.24274 -0.85482 0.76397
H -0.98703 0.51708 1.76649
H -1.47448 -1.84079 3.48678
H -2.75248 -1.73936 2.36935
H -2.40346 -0.34509 3.43927
C 1.61911 1.02027 -0.53469
C 2.90307 0.42550 -0.04464
C -0.35728 0.22914 -1.78513
N 0.85391 0.01373 -1.32170
N -0.92871 1.43228 -1.80499
N -1.02769 -0.79103 -2.34684
H 0.99164 1.33141 0.30042
H 1.76903 1.83384 -1.23872
H 3.69649 0.48845 -0.78347
H 2.79834 -0.60974 0.25254
H 1.26568 -0.88797 -1.49831
H -0.55490 2.21419 -1.29060
H -1.91489 1.48419 -1.95462
H -0.82845 -1.75441 -2.13857
H -1.75712 -0.65480 -3.01100
H 3.25310 1.02301 0.79509
*
```

The calculation puts the orbital gap at 0.4334 hartree. For the energy above the lowest of the compared OMol25 structures with the same formula, charge and spin, the calculation gives 30.2 kJ/mol. Its lowest unoccupied orbital energy is -2.89 eV.


[6]
Entry from OMol25: 2 unconnected molecules or ions with the total composition C6H12ClNO2 (ωB97M-V/def2-TZVPD).

```
! wB97M-V def2-TZVPD RIJCOSX def2/J DEFGRID3
* xyz 0 1
C 1.78956 0.84038 -0.64583
C -2.69270 0.47658 -1.23289
C -0.49118 -0.52142 1.80165
C -1.83607 0.57804 -0.08605
C 1.34759 -0.46720 -0.50484
C -1.40997 -0.47793 0.56387
N 2.22248 -1.38872 0.12707
O 3.04883 1.04821 0.03117
O 1.22152 1.85424 -1.28403
Cl -1.69413 -2.11150 -0.00841
H -3.62359 1.08806 -1.21673
H -2.13145 0.78088 -2.09744
H -3.09727 -0.48472 -1.37763
H 0.46624 -0.14368 1.73972
H -0.33926 -1.54978 2.11454
H -1.11733 -0.01529 2.60041
H -1.62516 1.48435 0.43414
H 1.66151 2.66921 -0.86641
H 0.34100 -0.84788 -0.60421
H 3.13475 -1.21176 -0.12639
H 2.78145 0.73892 0.93351
H 2.04317 -2.33900 -0.29522
*
```

The calculation puts the orbital gap at 0.2986 hartree. For the energy above the lowest of the compared OMol25 structures with the same formula, charge and spin, the calculation gives 288.0 kJ/mol. Its lowest unoccupied orbital energy is 0.58 eV. As for the structure (SMILES): C/C=C(/C)Cl.NC=C(O)O.


Please write out number 1 again, unchanged.
Entry from OMol25: a molecular structure, C27H28BrCrIN5O6 (ωB97M-V/def2-TZVPD).

```
! wB97M-V def2-TZVPD RIJCOSX def2/J DEFGRID3
* xyz 0 2
Cr -0.60590 0.41962 0.23836
C -4.83084 1.76399 1.41666
C -4.66271 0.88002 0.21306
N -5.64864 0.76521 -0.65052
C -5.45117 0.04807 -1.78248
C -4.31805 -0.67183 -2.02746
C -4.06065 -1.29061 -3.38095
O -2.76216 -0.95141 -3.86650
C -3.30028 -0.64683 -1.05344
C -2.17077 -1.55011 -1.15591
N -1.07659 -1.46988 -0.48744
C -0.04472 -2.41482 -0.82827
C 0.30422 -2.55921 -2.17019
C 1.30815 -3.43467 -2.55391
C 1.98124 -4.18359 -1.59905
C 1.65286 -4.04068 -0.25914
C 0.65682 -3.15252 0.12215
I 0.21481 -3.01258 2.15814
C -3.41239 0.24471 0.00038
O -2.39270 0.55319 0.79981
H -5.85897 2.11638 1.46523
H -4.15627 2.62277 1.34809
H -4.57602 1.23186 2.33717
H -6.24873 0.08838 -2.51971
H -4.84093 -0.95194 -4.06375
H -4.10639 -2.37996 -3.35360
H -2.63334 0.00853 -3.78520
H -2.29148 -2.40249 -1.81762
H -0.20826 -1.94632 -2.90819
H 1.57079 -3.51755 -3.60243
H 2.76535 -4.87446 -1.89034
H 2.16501 -4.62434 0.49560
N -0.49150 2.58123 0.20412
N -1.31942 2.97871 -0.87246
C -1.43900 2.04625 -1.90692
O -1.97267 2.35255 -2.95976
O -0.97155 0.85957 -1.61010
H -0.78367 3.07095 1.03280
H 0.49816 2.73825 0.00813
H -1.25070 3.93659 -1.16571
C 1.46598 -0.05384 5.14005
C 1.12690 1.20952 4.33285
C 0.21458 2.14421 5.13477
C 2.41355 1.93358 3.89666
C 0.43371 0.79812 3.09357
N -0.06168 0.48338 2.12124
H 2.04211 0.23381 6.02257
H 2.06035 -0.75050 4.54424
H 0.55770 -0.56636 5.46650
H 0.75253 2.47979 6.02396
H -0.69641 1.63228 5.45136
H -0.06537 3.02222 4.54891
H 2.95837 2.24264 4.79135
H 2.18805 2.81912 3.29891
H 3.05302 1.27793 3.30233
Br 5.90713 1.38252 -4.37413
C 5.04023 0.43700 -2.97826
C 5.47003 -0.84104 -2.65904
C 4.82596 -1.53237 -1.63918
C 3.75884 -0.95501 -0.96546
C 3.35062 0.33072 -1.29228
C 3.99472 1.03881 -2.29994
C 2.18714 0.96668 -0.58330
O 2.15230 2.19049 -0.44281
O 1.28293 0.12006 -0.19398
H 6.29401 -1.28784 -3.20048
H 5.15524 -2.53404 -1.38150
H 3.23136 -1.49686 -0.18987
H 3.67515 2.04395 -2.53769
*
```

The expectation value of S² is 0.7614. The calculation puts the orbital gap (alpha / beta) at 0.2866 / 0.3030 hartree. For the energy above the lowest of the compared OMol25 structures with the same formula, charge and spin, the calculation gives 0.0 kJ/mol. Its lowest unoccupied orbital energy (alpha / beta) is -0.65 / -0.18 eV.


Number 5 is which compound?
C5H16N3